1.
15 unconnected molecules or ions with the total composition C19H68N10O15 at a distorted geometry. Source: the OMol25 dataset; level of theory: the ωB97M-V functional and the def2-TZVPD basis.

Each line ends with the Löwdin charge.
Positions of all 112 atoms, in Å:
C -7.352000 -30.472000 -9.136000  -0.085
C -8.167000 -31.426000 -8.201000  -0.216
O -7.244000 -31.681000 -7.088000  -0.071
H -6.496000 -30.919000 -9.608000  0.061
H -6.855000 -29.609000 -8.623000  0.054
H -7.984000 -30.098000 -9.901000  0.025
H -8.500000 -32.284000 -8.679000  0.082
H -9.033000 -30.855000 -7.724000  0.113
H -7.716000 -31.474000 -6.353000  0.008
C -5.481000 -24.804000 -5.324000  -0.043
C -5.932000 -24.200000 -6.707000  -0.271
O -5.092000 -23.062000 -6.959000  -0.124
H -5.568000 -23.987000 -4.589000  0.090
H -4.543000 -25.255000 -5.365000  0.039
H -6.196000 -25.549000 -4.998000  0.045
H -6.844000 -23.681000 -6.738000  0.085
H -5.881000 -24.783000 -7.592000  0.071
H -4.137000 -23.359000 -7.021000  0.096
C -5.380000 -23.557000 -14.090000  -0.064
C -4.742000 -22.580000 -13.100000  -0.364
O -3.959000 -21.677000 -13.774000  -0.061
H -6.028000 -22.943000 -14.691000  0.080
H -5.804000 -24.468000 -13.575000  0.068
H -4.682000 -24.088000 -14.673000  0.048
H -4.185000 -23.002000 -12.344000  0.054
H -5.564000 -22.129000 -12.504000  0.092
H -3.101000 -22.166000 -13.984000  0.135
C -10.247000 -22.901000 -9.079000  -0.078
C -8.866000 -22.393000 -9.062000  -0.334
O -8.745000 -21.636000 -10.217000  -0.073
H -10.406000 -23.609000 -8.266000  0.080
H -10.549000 -23.404000 -9.978000  0.051
H -10.932000 -22.026000 -9.042000  0.100
H -8.031000 -23.127000 -9.053000  0.112
H -8.496000 -21.830000 -8.185000  0.125
H -9.220000 -20.859000 -10.132000  0.074
C -3.349000 -24.122000 -10.055000  -0.575
O -4.675000 -24.384000 -10.403000  -0.150
N -2.396000 -25.029000 -10.068000  0.159
N -2.944000 -23.018000 -9.532000  0.188
H -2.615000 -25.890000 -10.663000  0.099
H -1.358000 -24.935000 -10.046000  0.146
H -3.589000 -22.176000 -9.725000  0.104
H -2.023000 -22.924000 -9.158000  0.121
C -9.175000 -23.831000 -13.220000  -0.602
O -9.132000 -23.828000 -14.580000  -0.107
N -10.044000 -24.466000 -12.468000  0.172
N -8.237000 -23.215000 -12.496000  0.114
H -10.753000 -25.140000 -12.873000  0.145
H -9.800000 -24.579000 -11.446000  0.043
H -7.708000 -22.637000 -13.145000  0.117
H -8.487000 -22.777000 -11.574000  0.107
C -10.726000 -28.870000 -9.324000  -0.600
O -10.921000 -30.282000 -9.297000  -0.130
N -11.121000 -28.034000 -8.360000  0.153
N -10.163000 -28.228000 -10.232000  0.185
H -11.688000 -28.429000 -7.529000  0.192
H -11.145000 -27.100000 -8.534000  0.073
H -9.781000 -28.827000 -10.999000  0.173
H -9.790000 -27.327000 -10.308000  0.047
C -7.882000 -25.753000 -10.361000  -0.573
O -9.237000 -25.514000 -10.267000  -0.137
N -7.265000 -26.596000 -9.602000  0.197
N -7.123000 -25.068000 -11.127000  0.177
H -7.710000 -27.203000 -8.949000  0.073
H -6.295000 -26.531000 -9.375000  0.080
H -7.609000 -24.280000 -11.688000  0.052
H -6.142000 -24.897000 -10.984000  0.050
C -6.327000 -28.192000 -12.912000  -0.600
O -5.606000 -28.951000 -13.845000  -0.149
N -6.475000 -28.436000 -11.641000  0.158
N -6.899000 -27.019000 -13.217000  0.163
H -5.809000 -29.207000 -11.404000  0.127
H -6.824000 -27.777000 -10.900000  0.075
H -6.841000 -26.706000 -14.183000  0.125
H -7.079000 -26.314000 -12.547000  0.028
C -4.043000 -28.021000 -9.102000  -0.161
O -4.574000 -26.865000 -8.530000  -0.158
H -4.278000 -28.091000 -10.176000  0.057
H -4.416000 -29.009000 -8.839000  0.082
H -2.960000 -27.961000 -8.990000  0.094
H -3.841000 -26.333000 -8.126000  0.107
C -5.587000 -21.203000 -10.105000  -0.102
O -4.213000 -20.711000 -10.314000  -0.116
H -6.146000 -20.837000 -10.937000  0.066
H -6.065000 -20.804000 -9.216000  0.087
H -5.581000 -22.254000 -10.105000  0.037
H -4.304000 -19.842000 -10.620000  0.065
C -13.150000 -27.988000 -11.950000  -0.160
O -12.435000 -26.837000 -11.601000  -0.136
H -13.832000 -27.886000 -12.828000  0.105
H -13.679000 -28.132000 -11.078000  0.039
H -12.613000 -28.948000 -11.835000  0.086
H -11.702000 -26.994000 -10.988000  0.031
C -4.674000 -28.415000 -5.569000  -0.158
O -5.810000 -28.901000 -6.243000  -0.116
H -3.835000 -28.164000 -6.244000  0.069
H -4.278000 -29.177000 -4.937000  0.074
H -4.923000 -27.515000 -4.989000  0.061
H -6.170000 -28.196000 -6.817000  0.051
C -3.738000 -26.255000 -12.908000  -0.176
O -2.712000 -26.928000 -12.250000  -0.146
H -4.523000 -25.965000 -12.184000  0.057
H -4.118000 -26.804000 -13.753000  0.074
H -3.274000 -25.301000 -13.311000  0.100
H -2.810000 -27.906000 -12.232000  0.114
C -8.688000 -26.573000 -6.641000  -0.136
O -8.570000 -27.800000 -7.307000  -0.144
H -8.572000 -25.786000 -7.333000  0.048
H -7.906000 -26.483000 -5.937000  0.051
H -9.633000 -26.425000 -6.098000  0.099
H -9.448000 -27.992000 -7.696000  0.028

Atoms 1-2, force components in eV/Å:
C -0.0767 0.1632 1.0841
C 1.7868 4.1627 2.2961

Computed properties:
HOMO energy ... -9.10 eV
Energy relative to the best compared isomer or geometry (same formula, charge and spin) ... 37.6 kcal/mol
Lowest unoccupied orbital energy ... -0.28 eV
2S+1 ... 1
HOMO-LUMO gap ... 0.3242 hartree



2.
A molecular structure, C12H27N7O2PdS at a distorted geometry. Source: the OMol25 dataset; level of theory: the ωB97M-V functional and the def2-TZVPD basis.

Each line ends with the Löwdin charge.
Positions of all 50 atoms, in Å:
Pd 0.144282 -0.944512 0.078988  0.997
C -1.900118 -4.379112 3.959288  -0.015
O -1.063318 -3.282812 3.589388  0.034
C -0.877418 -2.911312 2.349488  -0.566
O -0.153718 -1.942912 2.123988  -0.010
N -1.456118 -3.626912 1.343888  0.025
N -1.299518 -3.212012 0.005488  0.037
H -1.908018 -4.367312 5.048888  0.115
H -1.486718 -5.329712 3.614888  0.107
H -2.920918 -4.243712 3.593788  0.106
H -2.106518 -4.379612 1.539188  0.149
H -2.211318 -3.048912 -0.424212  0.113
H -0.802118 -3.924412 -0.534312  0.109
C -4.011118 2.236288 -0.443212  -0.052
C -2.890818 2.594288 -1.420612  -0.180
N -1.600518 2.789588 -0.768412  -0.062
C -1.154818 4.161988 -0.569012  -0.188
C -1.707718 4.805188 0.702288  -0.048
C -0.891118 1.751388 -0.334512  -0.391
C 0.381782 1.970288 0.444388  -0.005
N -1.215218 0.495388 -0.544412  0.009
H -4.924418 2.051788 -1.002612  0.089
H -4.200118 3.052788 0.246688  0.074
H -3.772818 1.347488 0.136088  0.068
H -3.151218 3.516988 -1.937512  0.131
H -2.799318 1.812288 -2.182312  0.121
H -1.477218 4.747188 -1.431812  0.130
H -0.065718 4.186088 -0.553212  0.116
H -2.781718 4.951488 0.636388  0.075
H -1.245318 5.780388 0.824888  0.090
H -1.489418 4.210788 1.585788  0.078
H 1.216582 2.107288 -0.248312  0.095
H 0.585482 1.087288 1.086288  0.071
H 0.327382 2.841288 1.090188  0.087
H -2.040518 0.329888 -1.116612  0.071
C 4.671482 0.251988 -3.271012  -0.078
C 4.511482 0.478388 -1.761512  -0.229
C 3.753782 -0.621612 -1.122212  -0.552
N 2.528282 -0.593612 -0.722412  -0.003
N 2.084682 -1.757612 -0.200212  -0.127
C 2.988382 -2.712612 -0.180112  -0.641
N 2.764382 -3.948912 0.271688  0.141
S 4.505182 -2.189312 -0.856912  1.187
H 5.271082 1.061588 -3.676612  0.087
H 3.706382 0.252288 -3.773112  0.084
H 5.178882 -0.688812 -3.477812  0.075
H 4.001082 1.426788 -1.585212  0.119
H 5.507682 0.522688 -1.315912  0.122
H 1.950982 -4.112712 0.845888  0.115
H 3.525682 -4.602712 0.336288  0.121

Atoms 1-2, force components in eV/Å:
Pd 0.8980 -0.1282 -1.2849
C -0.3032 -0.3983 0.2379

Computed properties:
HOMO energy (alpha / beta) ... -15.02 / -15.02 eV
Total charge ... +2
Energy relative to the best compared isomer or geometry (same formula, charge and spin) ... 55.1 kcal/mol
Lowest unoccupied orbital energy (alpha / beta) ... -8.36 / -8.37 eV
2S+1 ... 1
HOMO-LUMO gap (alpha / beta) ... 0.2445 / 0.2443 hartree



3.
CH3N2OP in the gas phase at a distorted geometry. Source: the OMol25 dataset; level of theory: the ωB97M-V functional and the def2-TZVPD basis.

Each line ends with the Löwdin charge.
Positions of all 8 atoms, in Å:
C 0.843700 -0.682448 0.368372  -0.350
N 0.014672 0.408830 -0.082518  -0.350
N 1.059450 0.600680 0.832556  -0.053
O -2.163955 1.326661 -0.945412  -0.455
P -1.881195 0.260318 -0.017740  0.963
H 0.435805 -1.311320 1.117902  0.061
H 1.626371 -1.288555 -0.265646  0.129
H 0.065151 0.685834 -1.007515  0.055

Atoms 1-2, force components in eV/Å:
C 2.6180 -1.4189 -0.1765
N -2.9176 -1.8092 0.8318

Computed properties:
HOMO energy ... -7.56 eV
Energy relative to the best compared isomer or geometry (same formula, charge and spin) ... 101.8 kcal/mol
Lowest unoccupied orbital energy ... -1.55 eV
2S+1 ... 1
HOMO-LUMO gap ... 0.2207 hartree